(1)
Here is 2 unconnected molecules or ions with the total composition C4H10NO in a non-equilibrium geometry from OMol25. Energies are from ωB97M-V with the def2-TZVPD basis set.

The gap between HOMO and LUMO is 8.609 eV. Its net charge is +1. The energy above the lowest of the compared OMol25 structures with the same formula, charge and spin comes out at 223.3 kJ/mol. For the total energy, the calculation gives -288.0780 Ha.

Last column: natural (NBO) charge in e.
Atoms and positions in Å:
C (1.20, -0.09, 1.47)  -0.68
C (0.98, 1.02, 0.50)  0.12
C (1.38, 2.28, 0.66)  -0.31
C (-0.51, -0.22, -1.03)  0.11
N (0.30, 0.73, -0.70)  -0.42
H (0.71, -1.02, 1.14)  0.23
H (0.56, 0.06, 2.36)  0.26
H (2.20, -0.32, 1.81)  0.27
H (1.56, 3.09, -0.05)  0.23
H (1.61, 2.70, 1.63)  0.24
H (-0.63, -0.49, -2.07)  0.24
H (-1.15, -0.71, -0.30)  0.25
H (0.38, 1.51, -1.36)  0.44
H (-2.13, -3.52, -0.99)  0.48
H (-3.31, -2.94, -0.32)  0.49
O (-2.52, -2.67, -0.79)  -0.96


(2)
Here is a molecular structure, C3H5NO2 from OMol25. Energies are from ωB97M-V with the def2-TZVPD basis set.

The gap between HOMO and LUMO is 10.269 eV. Its net charge is 0. The energy above the lowest of the compared OMol25 structures with the same formula, charge and spin comes out at 465.2 kJ/mol. For the total energy, the calculation gives -322.3972 Ha.

Last column: natural (NBO) charge in e.
Atoms and positions in Å:
C (-0.75, -0.26, -0.64)  -0.47
N (-1.05, 1.02, -0.06)  -0.47
C (-0.03, 1.45, 0.55)  0.41
O (1.12, 0.74, 0.60)  -0.51
C (0.95, -0.61, 0.18)  0.45
O (0.79, -1.52, 1.09)  -0.73
H (-1.61, -0.94, -0.56)  0.25
H (-0.21, -1.16, 0.24)  0.48
H (-0.47, -0.21, -1.69)  0.23
H (0.02, 2.41, 1.07)  0.19
H (1.62, -0.77, -0.68)  0.16


(3)
Here is C10H17NO3 in the gas phase in a non-equilibrium geometry from OMol25. Energies are from ωB97M-V with the def2-TZVPD basis set.

As for the SMILES: CO[C@H](C)C(OC)(OC)[C@@H]1C=CC=N1. The gap between HOMO and LUMO is 9.805 eV. Its net charge is 0. The energy above the lowest of the compared OMol25 structures with the same formula, charge and spin comes out at 698.5 kJ/mol. For the total energy, the calculation gives -671.5124 Ha.

Last column: natural (NBO) charge in e.
Atoms and positions in Å:
C (-2.43, -1.00, -1.74)  -0.23
O (-1.94, -1.22, -0.44)  -0.56
C (-0.51, -1.09, -0.32)  0.07
C (0.20, -2.11, 0.63)  -0.63
C (-0.20, 0.31, 0.23)  0.60
O (-0.66, 1.23, -0.66)  -0.56
C (-0.61, 2.56, -0.20)  -0.26
O (-0.65, 0.60, 1.51)  -0.58
C (-1.97, 0.39, 1.93)  -0.28
C (1.49, 0.44, 0.38)  -0.19
C (2.07, 0.39, -1.02)  -0.19
C (3.36, -0.10, -0.96)  -0.29
C (3.62, -0.37, 0.47)  0.05
N (2.60, -0.18, 1.23)  -0.40
H (-2.95, -0.11, -1.68)  0.18
H (-3.04, -1.80, -1.93)  0.18
H (-1.64, -0.95, -2.58)  0.17
H (0.00, -1.00, -1.41)  0.20
H (-0.07, -3.19, 0.46)  0.22
H (-0.21, -2.00, 1.69)  0.23
H (1.17, -1.85, 0.50)  0.22
H (-1.40, 3.18, -0.87)  0.19
H (0.27, 3.10, -0.20)  0.17
H (-0.86, 2.48, 0.79)  0.20
H (-2.07, 0.50, 2.98)  0.20
H (-2.40, -0.54, 1.42)  0.22
H (-2.77, 1.11, 1.48)  0.15
H (1.38, 1.52, 0.84)  0.27
H (1.40, 0.78, -1.73)  0.23
H (4.18, -0.34, -1.58)  0.22
H (4.65, -0.72, 0.74)  0.20


(4)
Here is C5H7NO in the gas phase in a non-equilibrium geometry from OMol25. Energies are from ωB97M-V with the def2-TZVPD basis set.

The gap between HOMO and LUMO (spin up / spin down) is 7.784 / 7.784 eV. Its net charge is 0. The energy above the lowest of the compared OMol25 structures with the same formula, charge and spin comes out at 496.0 kJ/mol. For the total energy, the calculation gives -324.5355 Ha.

Last column: natural (NBO) charge in e.
Atoms and positions in Å:
C (1.43, -1.15, 0.41)  0.21
C (2.28, -0.09, -0.28)  -0.14
C (-0.01, 0.92, 0.36)  -0.13
C (-0.73, -0.40, 0.14)  0.14
C (-2.19, -0.42, -0.18)  -0.65
N (0.20, -1.33, 0.14)  -0.38
O (1.43, 0.98, -0.10)  -0.53
H (3.32, -0.07, 0.14)  0.20
H (2.35, -0.22, -1.34)  0.18
H (-0.44, 1.89, -0.13)  0.23
H (0.12, 0.95, 1.42)  0.20
H (-2.64, -1.17, -0.88)  0.24
H (-2.46, 0.59, -0.48)  0.23
H (-2.68, -0.48, 0.76)  0.23